Computed, not measured: one molecule with the formula C2H6O3S at a distorted geometry, with ωB97M-V/def2-TZVPD.

```
12
Properties=species:S:1:pos:R:3:forces:R:3:mulliken_charge:R:1
C -0.71036 -1.80762 -0.75524 4.06 -0.14 0.00 -0.794
C 0.26499 0.76096 0.56135 -0.40 -3.72 -1.63 0.624
O -0.84500 1.25658 1.19458 1.56 1.37 0.49 -0.463
O 0.22479 0.95156 -0.82630 0.71 -1.92 0.77 -0.503
O 1.46635 1.19318 1.08506 1.29 -0.06 -1.53 -0.545
S 0.17878 -1.19666 0.71591 0.13 1.57 0.00 -0.152
H -0.09628 -2.73394 -0.79057 -1.11 0.06 -0.56 0.264
H -0.48518 -1.24924 -1.65808 0.13 0.20 0.11 0.298
H -1.71485 -1.94784 -0.66117 -2.66 -0.47 0.58 0.294
H -0.42538 1.94516 1.74355 -0.82 0.09 0.24 0.325
H -0.03368 1.82524 -0.96097 -0.83 2.57 -0.56 0.275
H 2.17582 1.00262 0.35188 -2.04 0.45 2.08 0.378
```
Positions in Å, forces in eV/Å.

Properties
- HOMO-LUMO gap (eV) = 9.055
- E_tot (eV) = -19148.11966
- LUMO energy (eV) = 0.490
- SMILES = CSC(O)(O)O
- E_HOMO (eV) = -8.57
- energy above the lowest of the compared OMol25 structures with the same formula, charge and spin (kJ/mol) = 85.3